1.
A structure of composition C10H25F6NO9S2V in a non-equilibrium geometry, computed with wB97M-V/def2-TZVPD.

Geometry as XYZ:
```
54
C10H25F6NO9S2V (wB97M-V/def2-TZVPD)
V -0.64 -0.27 0.39
C -0.52 -1.02 -4.03
F 0.28 0.01 -4.04
F -1.06 -1.10 -5.26
F 0.17 -2.11 -3.71
S -2.06 -0.81 -2.73
O -3.19 -0.40 -3.57
O -2.22 -2.12 -2.07
N -1.48 0.28 -1.46
S -1.94 1.73 -1.98
O -1.15 2.73 -1.27
O -1.88 1.95 -3.41
C -3.74 1.85 -1.29
F -4.60 1.28 -2.11
F -3.86 1.31 -0.08
F -4.10 3.13 -1.21
O -2.33 -1.17 1.20
H -3.11 -1.59 0.78
C 2.20 -1.76 3.58
C 1.57 -0.55 2.90
O 0.32 -0.81 2.31
H 3.17 -1.42 3.95
H 2.29 -2.62 2.93
H 1.58 -2.10 4.41
H 2.16 -0.20 2.06
H 1.58 0.29 3.59
H -0.25 -1.17 3.00
C -0.95 1.88 3.97
C -0.77 2.39 2.56
O -1.36 1.54 1.60
H -0.46 2.59 4.64
H -0.56 0.88 4.18
H -1.99 1.80 4.28
H 0.29 2.37 2.30
H -1.12 3.40 2.39
H -2.32 1.60 1.68
C 1.86 2.10 -1.95
C 1.93 0.71 -1.27
O 1.28 0.76 -0.01
H 0.83 2.25 -2.27
H 2.51 2.23 -2.82
H 2.19 2.86 -1.23
H 2.98 0.43 -1.13
H 1.54 -0.05 -1.96
H 1.80 1.36 0.53
C 2.20 -2.97 -1.55
C 1.64 -2.46 -0.21
O 0.36 -2.13 -0.52
H 2.46 -2.13 -2.20
H 1.46 -3.49 -2.15
H 3.14 -3.52 -1.51
H 2.17 -1.57 0.13
H 1.68 -3.24 0.55
H 0.04 -2.94 -0.91
```

## Properties
2S+1: 4
LUMO energy (spin up / spin down) (Eh): -0.0043 / -0.0043
<S²>: 3.7544
Energy above the lowest of the compared OMol25 structures with the same formula, charge and spin (kJ/mol): 214.7
Frontier orbital gap (spin up / spin down) (eV): 7.013 / 8.340

---

2.
A structure of composition C10H25GeN2RhS in a non-equilibrium geometry, computed with wB97M-V/def2-TZVPD.

Geometry as XYZ:
```
40
C10H25GeN2RhS (wB97M-V/def2-TZVPD)
Rh 0.34 0.55 0.14
C 1.32 -0.45 -2.53
C -0.18 -0.66 -2.48
N -0.71 -0.62 -1.07
C -2.14 -0.20 -1.02
C -2.28 1.26 -1.38
S -0.89 2.23 -0.70
C 0.15 2.57 -2.19
C 1.58 2.03 -2.10
N 1.70 0.65 -1.62
H 1.62 -0.25 -3.56
H 1.84 -1.34 -2.20
H -0.47 -1.62 -2.92
H -0.69 0.12 -3.04
H -0.66 -1.56 -0.67
H -2.48 -0.38 0.00
H -2.73 -0.83 -1.70
H -3.19 1.67 -0.94
H -2.32 1.45 -2.45
H 0.19 3.65 -2.29
H -0.40 2.19 -3.05
H 2.15 2.66 -1.42
H 2.01 2.15 -3.10
H 2.67 0.51 -1.34
C -0.87 -2.41 1.99
Ge 0.19 -0.95 2.71
C 2.00 -1.00 1.95
C 0.10 -0.84 4.63
C -0.52 0.70 1.95
H -0.83 -3.28 2.65
H -0.49 -2.75 1.02
H -1.91 -2.12 1.89
H 2.53 -1.82 2.45
H 2.56 -0.09 2.14
H 2.05 -1.24 0.87
H 0.43 -1.78 5.07
H -0.94 -0.66 4.92
H 0.73 -0.03 4.98
H 0.14 1.56 2.23
H -1.56 0.93 2.19
```

## Properties
Net charge: +2
LUMO energy (Eh): -0.3131
Frontier orbital gap (eV): 7.430

---

3.
The ion C10H25N2O6P2 with charge +1 in a non-equilibrium geometry, computed with wB97M-V/def2-TZVPD.

Geometry as XYZ:
```
45
C10H25N2O6P2 (wB97M-V/def2-TZVPD)
C 5.30 0.99 0.87
C 4.61 0.41 -0.36
O 3.19 0.73 -0.36
P 2.35 -0.42 -1.04
O 2.89 -0.81 -2.33
C 0.66 0.21 -1.28
C 0.02 0.52 0.09
C -1.53 0.69 0.13
P -2.33 0.46 -1.49
O -2.23 -0.93 -1.88
O -1.68 1.49 -2.51
O -3.86 0.87 -1.39
C -2.10 -0.40 1.07
N -3.48 -0.28 1.37
C -3.86 1.01 1.91
C -3.26 2.22 1.20
N -1.83 2.03 0.77
O 2.33 -1.71 -0.07
C 1.24 -2.62 -0.32
C 1.65 -4.03 0.08
H 6.19 1.51 0.56
H 4.67 1.70 1.39
H 5.63 0.20 1.53
H 5.09 0.78 -1.25
H 4.77 -0.66 -0.36
H 0.78 1.13 -1.83
H 0.17 -0.56 -1.84
H 0.28 -0.24 0.82
H 0.47 1.44 0.44
H -2.32 1.57 -3.24
H -4.34 0.34 -2.06
H -1.83 -1.37 0.69
H -1.53 -0.27 2.00
H -4.08 -0.58 0.60
H -4.93 1.10 1.79
H -3.67 1.01 2.97
H -3.87 2.56 0.37
H -3.26 3.04 1.91
H -1.63 2.75 0.07
H -1.20 2.22 1.55
H 0.96 -2.64 -1.36
H 0.39 -2.34 0.30
H 2.56 -4.02 0.67
H 1.79 -4.62 -0.81
H 0.84 -4.49 0.63
```

## Properties
Net charge: +1
LUMO energy (Eh): -0.1196
Structure (SMILES): CCOP(=O)(CC[C@@]1(P(=O)(O)O)CNCC[NH2+]1)OCC
Frontier orbital gap (eV): 9.304

---

4.
A cluster of 2 separate species, C10H25N4 in total in a non-equilibrium geometry, computed with wB97M-V/def2-TZVPD.

Geometry as XYZ:
```
39
C10H25N4 (wB97M-V/def2-TZVPD)
C 4.44 0.23 -0.30
C -3.64 0.67 0.20
C -1.51 1.72 -0.83
C -2.20 -0.24 -1.83
C -1.06 0.69 1.94
C -2.20 -1.58 1.15
C 0.37 -2.08 -0.17
C -2.18 0.47 -0.40
C -1.37 -0.26 0.72
C 0.02 -0.65 0.17
N 5.70 -0.04 -0.39
N 3.98 1.52 -0.18
N 0.99 0.15 0.06
N 3.55 -0.70 -0.42
H -3.96 1.41 -0.40
H -4.35 -0.22 -0.04
H -3.79 1.05 1.22
H -1.22 2.41 -0.02
H -2.23 2.50 -1.30
H -0.57 1.59 -1.34
H -2.89 -1.16 -1.60
H -2.87 0.36 -2.45
H -1.14 -0.42 -2.27
H -0.01 0.97 2.04
H -1.60 1.73 1.76
H -1.43 0.23 2.95
H -3.08 -1.11 1.48
H -1.59 -2.07 1.99
H -2.39 -2.31 0.36
H 0.02 -2.21 -1.27
H -0.34 -2.77 0.36
H 1.48 -2.46 -0.05
H 6.34 0.71 -0.21
H 6.13 -0.91 -0.55
H 4.56 2.16 0.42
H 3.07 1.52 0.25
H 2.45 -0.48 -0.38
H 0.83 1.17 0.15
H 3.70 -1.61 -0.82
```

## Properties
Net charge: +1
LUMO energy (Eh): -0.0968
Energy above the lowest of the compared OMol25 structures with the same formula, charge and spin (kJ/mol): 272.6
Frontier orbital gap (eV): 10.371

---

5.
A structure of composition C10H25O2PSbSe4W, computed with wB97M-V/def2-TZVPD.

Geometry as XYZ:
```
44
C10H25O2PSbSe4W (wB97M-V/def2-TZVPD)
W 0.97 -1.51 -0.32
C -1.83 1.81 0.57
O -0.58 1.27 0.17
C 0.46 2.22 0.18
C 1.62 1.67 -0.60
O 2.09 0.43 -0.01
C 3.51 0.43 0.20
H -1.82 2.08 1.63
H -2.58 1.04 0.39
H -2.08 2.69 -0.02
H 0.76 2.45 1.21
H 0.14 3.15 -0.29
H 2.44 2.38 -0.62
H 1.32 1.45 -1.63
H 3.77 1.27 0.84
H 4.03 0.50 -0.75
H 3.77 -0.50 0.69
Se 0.88 -4.23 -4.74
Sb 0.71 -3.26 -2.63
Se -0.25 -0.81 -2.27
Se 2.91 -2.52 -1.41
Se -0.22 -3.78 -0.39
C -2.25 -1.98 3.54
C -1.67 -1.62 2.17
P 0.16 -1.55 2.12
C 0.57 -0.09 3.11
C 2.03 0.02 3.56
C 0.75 -3.02 3.02
C 2.19 -3.42 2.71
H -3.33 -1.94 3.50
H -1.92 -1.30 4.32
H -1.97 -2.99 3.84
H -2.01 -0.64 1.85
H -1.99 -2.33 1.41
H -0.08 -0.09 3.99
H 0.28 0.77 2.50
H 2.30 -0.78 4.25
H 2.19 0.97 4.08
H 2.71 -0.01 2.72
H 0.07 -3.83 2.77
H 0.61 -2.81 4.09
H 2.29 -3.72 1.67
H 2.49 -4.26 3.33
H 2.89 -2.61 2.91
```

## Properties
2S+1: 3
Net charge: +1
LUMO energy (spin up / spin down) (Eh): -0.1587 / -0.1566
<S²>: 2.0314
Frontier orbital gap (spin up / spin down) (eV): 6.650 / 7.011

---

6.
A structure of composition C10H26ClI2OOsP2 in a non-equilibrium geometry, computed with wB97M-V/def2-TZVPD.

Geometry as XYZ:
```
43
C10H26ClI2OOsP2 (wB97M-V/def2-TZVPD)
I -4.25 -2.35 -3.11
I -1.95 -3.79 -3.15
Os -0.55 -0.35 -0.39
P 0.36 0.52 -2.21
C 1.99 -0.09 -2.81
C -0.64 0.39 -3.74
H -0.12 0.93 -4.55
H 1.08 2.69 -3.07
H -1.63 0.84 -3.57
H -0.24 2.89 -1.87
H 1.89 -1.16 -3.04
H -0.76 -0.67 -3.99
C 0.69 2.35 -2.10
H 2.28 0.46 -3.72
H 1.44 2.57 -1.33
H 2.80 0.03 -2.08
P -1.72 -1.06 1.34
C -0.99 -2.37 2.39
C -2.13 0.21 2.63
H -3.96 -0.96 0.42
H -3.89 -1.97 1.90
H -3.28 -2.60 0.32
C -3.38 -1.72 0.96
H -2.64 1.06 2.16
H -2.77 -0.24 3.39
H -1.66 -2.61 3.23
H -0.01 -2.04 2.78
H -1.22 0.58 3.13
H -0.85 -3.27 1.77
Cl -2.24 1.24 -0.68
C 3.24 0.57 1.57
C 2.31 1.68 2.04
C 0.93 1.02 1.96
O 1.07 -0.02 0.92
C 2.45 0.02 0.39
H 4.25 0.87 1.28
H 3.35 -0.19 2.35
H 2.32 2.54 1.37
H 2.50 2.06 3.04
H 0.66 0.51 2.88
H 0.09 1.67 1.67
H 2.52 0.75 -0.43
H 2.67 -0.96 -0.02
```

## Properties
2S+1: 5
Net charge: +3
LUMO energy (spin up / spin down) (Eh): -0.4632 / -0.5299
<S²>: 6.0201
Energy above the lowest of the compared OMol25 structures with the same formula, charge and spin (kJ/mol): 0.0
Frontier orbital gap (spin up / spin down) (eV): 6.524 / 4.507